81
Properties=species:S:1:pos:R:3:mulliken_charge:R:1 method="wB97M-V/def2-TZVPD" total_energy_ev=-219356.279 e_homo_ev=-12.972 fmax_ev_per_a=0.4 multiplicity=1 orbital_gap_ev=4.21 total_charge=+2 lumo_ev=-8.77
Mo 0.01 -0.06 -0.53 -0.542
Se -1.08 2.13 -1.15 0.084
Se 1.09 4.99 3.25 -0.269
Cl -1.15 -0.87 -2.21 -0.149
P 2.58 3.51 2.97 1.229
P -1.23 -1.64 1.10 2.097
P -0.28 3.58 0.45 -0.129
O 3.64 0.35 -1.62 -0.496
O 1.63 1.06 -0.89 -0.037
N 0.99 0.20 1.60 0.405
N 0.11 1.06 1.16 1.038
N 1.97 0.83 2.22 -1.329
C -2.22 3.88 2.39 -0.581
C -4.16 5.26 2.05 -0.492
C 1.67 4.28 -1.37 -0.299
C 2.46 6.53 -1.63 -0.568
C -3.86 -1.47 0.33 -0.536
C 1.67 2.14 2.19 -0.110
C -2.73 -2.28 0.36 0.557
C 5.09 1.61 5.50 -0.729
C 3.90 3.89 1.81 0.293
C -0.12 -3.01 1.49 -1.641
C 4.52 2.14 4.36 -0.477
C -5.02 -1.93 -0.28 -0.741
C 4.48 1.80 6.73 -0.451
C 3.33 2.86 4.46 0.694
C -3.42 4.39 2.85 -0.899
C -2.75 -3.54 -0.24 -0.207
C 3.30 2.52 6.83 -0.677
C -3.91 -3.99 -0.85 -0.790
C 4.70 5.00 2.11 -0.700
C -1.69 -0.87 2.67 -1.505
C 1.75 -1.15 -1.13 -0.595
C 2.54 0.12 -1.27 0.441
C 5.20 3.48 -0.17 -0.639
C 2.72 3.06 5.70 -0.586
C 2.50 5.19 -1.99 -0.742
C -2.49 5.15 0.33 -0.374
C -3.70 5.64 0.80 -0.791
C 5.74 5.34 1.27 -0.733
C 0.50 2.31 1.45 0.183
C 5.99 4.58 0.13 -0.558
C -1.75 4.27 1.14 1.190
C 0.80 4.73 -0.37 1.187
C 1.58 6.98 -0.65 -0.918
C 0.75 6.08 -0.01 -0.399
C -5.04 -3.19 -0.87 -0.496
C 4.15 3.14 0.67 0.354
H -5.90 -1.31 -0.30 0.423
H -4.27 6.32 0.19 0.466
H 4.93 1.39 7.63 0.410
H 0.74 -2.62 2.03 0.400
H -3.79 4.11 3.83 0.475
H -0.80 -0.63 3.25 0.473
H -3.93 -4.97 -1.30 0.429
H 2.07 -1.75 -0.27 0.270
H 6.02 1.05 5.43 0.431
H -5.94 -3.54 -1.35 0.419
H 0.22 -3.51 0.58 0.444
H 5.00 2.01 3.40 0.386
H 1.81 3.64 5.76 0.343
H 4.50 5.59 3.00 0.432
H 2.84 2.68 7.80 0.415
H -2.27 0.04 2.49 0.335
H 3.55 2.27 0.43 -0.078
H 6.36 6.20 1.50 0.452
H -2.12 5.45 -0.64 0.459
H -0.65 -3.73 2.12 0.501
H 0.08 6.42 0.77 0.548
H -3.86 -0.48 0.78 0.352
H 3.11 7.24 -2.13 0.455
H 1.55 8.02 -0.38 0.458
H -1.87 -4.18 -0.22 0.327
H 1.66 -1.75 -2.03 0.469
H -5.10 5.65 2.42 0.442
H -1.62 3.24 3.02 0.544
H 5.40 2.88 -1.05 0.549
H -2.31 -1.58 3.21 0.478
H 1.69 3.24 -1.65 -0.019
H 3.18 4.85 -2.76 0.495
H 6.81 4.85 -0.53 0.453